Computed, not measured: C44H66BrO4RuSe as an isolated structure at a distorted geometry, with ωB97M-V/def2-TZVPD.

Geometry as XYZ:
```
117
Properties=species:S:1:pos:R:3:forces:R:3:lowdin_spin:R:1
Ru 0.41081 -1.77776 -0.23215 -0.43 -0.44 -0.30 3.4354
C -2.52050 5.77041 0.78792 0.01 -0.09 -0.03 0.0002
C -3.01448 4.48464 0.11952 -0.06 0.15 0.05 0.0248
C -4.29015 4.02390 0.84119 0.08 -0.07 0.01 0.0116
C -3.33969 4.78423 -1.35421 0.04 -0.06 -0.02 0.0164
C -1.97231 3.38139 0.14912 0.06 0.13 0.04 0.2111
C -2.31508 2.10067 -0.31540 0.15 -0.38 -0.02 0.0094
C -1.37717 1.11165 -0.37724 -0.54 -0.31 -0.26 0.1417
Se -1.85547 -0.59378 -1.15266 0.00 0.27 -0.12 0.0758
C -1.14913 -0.20200 -2.91176 0.28 -0.35 0.28 0.0222
C -1.93416 0.57428 -3.75413 -0.05 0.13 -0.08 0.0034
C -1.48600 0.90944 -5.01523 -0.09 0.00 0.10 0.0043
C -0.21213 0.44522 -5.37416 -0.01 0.04 -0.01 0.0007
C 0.60260 -0.32027 -4.56554 0.04 -0.14 0.26 0.0051
C 0.12182 -0.71799 -3.26822 -0.47 0.39 -0.29 0.0097
O 0.79308 -1.50734 -2.49052 0.22 -0.16 0.81 0.1050
C 1.99841 -0.74983 -5.02651 -0.01 -0.09 -0.01 0.0005
C 2.34145 -0.17469 -6.40248 0.00 -0.04 0.03 0.0000
C 2.06947 -2.28561 -5.13529 0.02 0.16 0.03 0.0005
C 3.05816 -0.24277 -4.03494 -0.04 -0.05 0.00 -0.0001
C -2.29850 1.74555 -5.99867 0.00 0.04 -0.08 0.0005
C -3.66512 2.13216 -5.43060 0.07 -0.03 -0.01 0.0000
C -2.52855 0.94357 -7.28929 -0.02 0.05 0.06 0.0002
C -1.53266 3.03568 -6.33008 -0.06 -0.04 -0.01 0.0003
C -0.00652 1.33178 0.00841 0.29 -0.12 -0.07 0.1128
O 0.85464 0.42499 -0.11196 0.10 0.66 0.23 0.3364
C 0.34085 2.65122 0.51372 0.23 0.18 0.08 0.1541
C -0.64846 3.60432 0.56324 0.04 0.03 0.10 -0.0014
C 1.77303 2.96566 0.93745 0.11 -0.02 -0.02 0.0147
C 1.89452 4.39412 1.47283 -0.03 -0.05 -0.02 -0.0009
C 2.24209 2.00980 2.05220 -0.13 0.01 -0.12 0.0088
C 2.70244 2.83527 -0.28721 -0.13 -0.06 0.04 0.0101
H -3.31625 6.51542 0.77765 -0.02 0.00 -0.01 -0.0002
H -1.66382 6.19393 0.26118 0.00 0.02 0.02 0.0000
H -2.24193 5.59049 1.82817 0.01 0.05 0.00 0.0000
H -5.03536 4.81963 0.81529 0.00 0.01 -0.01 0.0018
H -4.07628 3.78591 1.88484 -0.03 0.00 0.00 0.0004
H -4.72724 3.14152 0.37382 -0.02 0.02 0.02 0.0001
H -4.08695 5.57654 -1.42069 -0.01 0.01 0.02 0.0028
H -3.73341 3.90058 -1.85954 -0.01 0.02 -0.01 0.0001
H -2.44497 5.10938 -1.88864 -0.01 0.00 -0.01 0.0004
H -3.31957 1.87760 -0.64967 -0.02 0.08 0.00 -0.0018
H -2.89694 0.91177 -3.39057 0.00 -0.02 -0.05 0.0014
H 0.15544 0.71148 -6.35680 -0.03 0.01 0.04 0.0001
H 1.68215 -0.57084 -7.17826 0.02 0.04 -0.03 0.0000
H 3.36435 -0.45572 -6.65806 0.00 0.00 -0.01 0.0000
H 2.28173 0.91552 -6.40759 0.02 -0.01 -0.04 0.0000
H 1.22085 -2.66609 -5.70797 0.03 -0.02 -0.02 0.0000
H 2.06029 -2.73587 -4.14685 -0.04 -0.07 0.05 0.0001
H 2.99035 -2.58543 -5.64200 -0.01 0.01 0.02 0.0000
H 3.04295 0.84858 -3.98683 0.02 0.00 -0.02 0.0000
H 4.05282 -0.56111 -4.35768 0.00 0.03 -0.02 0.0000
H 2.87905 -0.63503 -3.03679 -0.02 0.00 0.02 -0.0004
H -4.24878 1.24693 -5.17046 -0.03 0.03 0.02 0.0000
H -4.22607 2.69661 -6.17746 0.00 0.01 0.01 0.0000
H -3.56236 2.76077 -4.54294 -0.03 -0.02 0.02 0.0000
H -3.05317 0.01226 -7.06844 0.00 -0.01 -0.02 0.0000
H -1.58727 0.69487 -7.78034 0.01 -0.02 0.00 0.0000
H -3.13219 1.52301 -7.99229 0.01 -0.01 -0.01 0.0000
H -1.35254 3.61410 -5.42179 0.02 0.01 -0.01 0.0000
H -2.10768 3.65313 -7.02505 0.01 -0.01 0.00 0.0001
H -0.56859 2.81817 -6.79130 0.01 0.01 0.01 0.0000
H -0.38779 4.57838 0.94666 -0.09 -0.03 -0.07 -0.0037
H 1.24562 4.55086 2.33745 0.05 0.05 0.01 -0.0001
H 1.65468 5.13624 0.70823 0.01 0.02 0.03 -0.0001
H 2.92345 4.56373 1.78962 0.01 0.01 0.00 -0.0002
H 1.59625 2.08942 2.92860 0.00 0.01 0.01 0.0002
H 3.25811 2.27445 2.34991 0.00 0.02 0.00 0.0007
H 2.24092 0.97784 1.71585 0.00 -0.09 0.01 -0.0001
H 2.36652 3.48199 -1.10129 0.01 0.01 0.02 0.0003
H 2.72854 1.81108 -0.64893 0.02 -0.04 -0.04 0.0000
H 3.71531 3.13147 -0.00952 0.00 0.01 0.02 0.0012
C 3.88491 -2.97407 6.80120 -0.05 -0.12 -0.01 0.0004
C 3.08788 -4.10212 6.12393 0.05 0.06 0.07 0.0006
C 4.07219 -5.16022 5.61616 -0.08 0.09 -0.01 0.0000
C 2.17160 -4.76500 7.16349 0.04 0.02 -0.07 0.0002
C 2.26432 -3.50152 4.98698 0.03 0.00 -0.05 0.0055
C 2.64779 -3.60394 3.66085 0.07 -0.08 0.02 0.0012
C 1.86510 -3.02105 2.68517 -0.27 0.26 -0.28 0.0111
Br 2.45965 -3.14442 0.84892 0.27 -0.26 0.48 0.0747
C 0.65190 -2.34252 2.90874 0.47 -0.34 0.45 0.0074
O -0.10908 -1.92034 1.94518 -0.01 0.33 -1.27 0.1174
C 0.31603 -2.16736 4.29087 -0.07 0.06 -0.34 0.0065
C 1.11519 -2.74988 5.25732 0.10 0.00 0.06 -0.0007
C -0.92011 -1.34383 4.65996 -0.09 -0.01 -0.01 0.0007
C -2.18627 -2.03519 4.12608 0.07 0.07 0.00 0.0006
C -1.07230 -1.19380 6.17610 0.00 0.00 -0.09 0.0000
C -0.80816 0.07294 4.07036 -0.01 -0.04 0.01 0.0009
H 4.51732 -3.37569 7.59768 -0.01 0.03 0.01 0.0001
H 3.21006 -2.23421 7.23518 0.02 0.02 0.00 0.0000
H 4.51984 -2.46914 6.07138 0.03 0.01 0.02 0.0000
H 4.57403 -5.63008 6.46347 0.02 0.00 0.00 0.0000
H 4.84156 -4.71838 4.98098 0.01 -0.04 -0.02 0.0000
H 3.55395 -5.93694 5.05049 0.03 -0.02 0.00 0.0000
H 2.77230 -5.29570 7.90508 -0.01 0.01 0.02 0.0000
H 1.50040 -5.48046 6.68529 0.00 -0.02 0.03 0.0000
H 1.56717 -4.03016 7.69574 -0.04 -0.02 -0.01 0.0000
H 3.54111 -4.13573 3.36383 -0.01 0.01 0.03 0.0010
H 0.84352 -2.60943 6.29462 -0.01 -0.03 -0.04 0.0000
H -2.27272 -3.03934 4.54671 -0.03 0.00 0.00 0.0000
H -2.15291 -2.11331 3.04154 -0.02 -0.02 0.00 0.0000
H -3.07233 -1.46297 4.41461 0.00 -0.01 0.00 0.0001
H -1.23876 -2.15901 6.65798 0.01 0.02 0.05 0.0000
H -1.93633 -0.55998 6.38333 -0.01 -0.02 0.02 0.0000
H -0.19428 -0.71918 6.61958 -0.02 -0.01 0.04 0.0000
H -0.77380 0.04595 2.98359 0.04 -0.01 -0.05 0.0003
H 0.09665 0.56248 4.43811 0.00 0.03 0.00 0.0000
H -1.67035 0.67364 4.37507 0.01 -0.02 0.01 0.0000
C -1.75122 -4.62617 -0.41589 0.22 0.09 -0.14 0.0030
C -1.08864 -4.43131 -1.76568 -0.17 -0.11 0.05 0.0009
O 0.24583 -3.97471 -1.54551 -0.03 -0.09 0.33 0.0471
H -2.79319 -4.92070 -0.53540 -0.01 -0.02 0.00 0.0002
H -1.71167 -3.69103 0.14793 -0.08 -0.04 0.07 0.0022
H -1.22349 -5.38982 0.15513 -0.03 0.00 0.03 0.0000
H -1.64768 -3.70365 -2.36517 0.06 0.04 0.00 0.0000
H -1.05989 -5.37638 -2.31641 -0.03 0.03 -0.03 0.0012
H 0.61538 -3.63785 -2.37143 -0.06 0.26 -0.03 0.0006
```
Positions in Å, forces in eV/Å.

Computed properties:
Max |F| (eV Å⁻¹): 1.31
Energy above the lowest of the compared OMol25 structures with the same formula, charge and spin (eV): 0.586
Highest occupied orbital energy (alpha / beta) (Ha): -0.2658 / -0.2674
Orbital gap (alpha / beta) (eV): 7.6 / 4.7
Multiplicity: 6
LUMO (alpha / beta) (eV): 0.3525 / -2.5651

Computed, not measured: C44H66CaF3O32 as an isolated structure at a distorted geometry, with ωB97M-V/def2-TZVPD.

Geometry as XYZ:
```
146
Properties=species:S:1:pos:R:3:forces:R:3:lowdin_spin:R:1
Ca -14.42090 6.09220 -18.67735 -0.20 -1.27 1.72 0.0018
C -14.72858 8.38459 -16.51303 0.03 -3.17 -1.43 0.0906
O -14.98789 6.99470 -16.34422 -1.32 0.28 0.68 -0.0012
O -14.36141 8.33769 -17.86652 -0.53 2.40 1.08 0.8014
C -15.89748 9.31846 -15.99389 -1.54 0.67 1.17 0.0322
F -17.13351 8.93734 -16.40083 1.62 0.02 -0.59 0.0094
F -15.99251 9.23930 -14.63917 0.89 0.19 -1.51 0.0055
F -15.67178 10.58842 -16.34121 -0.21 -1.07 0.02 0.0049
C -15.11557 6.53435 -14.98327 -0.36 -1.32 1.35 0.0001
C -15.51933 5.07537 -14.92054 0.87 -0.89 -0.33 0.0003
H -14.72523 4.36520 -15.15113 0.25 0.20 -0.37 0.0000
H -15.75633 4.79778 -13.89347 -0.51 0.39 0.01 0.0000
H -16.32315 4.83302 -15.61569 -0.22 0.18 0.37 0.0002
H -15.89809 6.98133 -14.37011 -0.06 0.94 -0.70 0.0000
H -14.17310 6.69644 -14.46023 0.21 0.12 -0.13 0.0007
H -13.81354 8.52754 -15.93826 0.52 1.12 0.17 0.0472
C -18.58184 0.28337 -11.48598 0.76 1.01 -0.20 0.0000
C -18.88600 1.69698 -12.13645 0.01 -2.11 2.17 0.0000
C -18.19621 1.94792 -13.43063 0.61 0.26 -0.10 0.0000
O -19.24929 2.26963 -14.35019 2.85 0.45 -1.31 0.0000
C -20.40255 2.09403 -13.79326 -2.89 -1.01 2.12 0.0000
O -21.46976 2.17725 -14.31727 0.58 0.26 -0.03 0.0000
O -20.23134 1.73290 -12.47478 -1.74 0.31 -1.09 0.0000
H -19.22617 0.03643 -10.64221 -0.31 0.18 -0.35 0.0000
H -17.57561 0.24573 -11.06862 0.22 0.44 0.09 0.0000
H -18.54130 -0.52453 -12.21657 -0.64 0.10 -0.22 0.0000
H -18.71041 2.50016 -11.42079 0.13 -0.08 0.15 0.0000
H -17.66754 1.05180 -13.75555 0.15 0.26 -0.35 0.0000
H -17.55558 2.81025 -13.24602 0.29 -0.05 -0.82 0.0000
C -13.99064 8.71773 -12.31845 -0.96 0.33 0.26 0.0006
C -15.30085 8.18184 -11.61536 2.66 -0.25 -2.05 0.0001
C -15.17141 8.17513 -10.15225 1.02 -0.81 1.01 0.0000
O -16.42702 8.56901 -9.70570 -0.88 0.07 1.10 0.0001
C -17.06989 9.17037 -10.70361 -1.09 0.60 0.35 0.0000
O -18.09978 9.74958 -10.65557 -0.14 0.05 0.19 0.0000
O -16.34613 9.05529 -11.82049 -0.32 0.66 -1.88 0.0000
H -13.57693 9.54014 -11.73485 0.16 -0.20 0.28 0.0001
H -14.22453 9.21399 -13.26032 -0.15 -0.38 -0.12 0.0003
H -13.21833 7.96751 -12.48818 -0.11 -0.15 0.21 0.0000
H -15.51678 7.18422 -11.99777 -0.42 -0.11 -0.20 0.0000
H -14.41980 8.91485 -9.87658 0.07 -0.19 0.58 0.0000
H -14.97222 7.16458 -9.79557 0.30 0.28 0.40 0.0000
C -20.39618 13.41196 -13.87214 0.15 0.28 -0.66 0.0000
C -20.21051 12.12792 -14.63128 1.51 0.62 0.64 0.0000
C -19.14746 11.18515 -13.99802 0.07 1.52 -0.37 0.0001
O -19.81331 9.97078 -13.88552 -1.35 -1.36 -0.40 0.0000
C -21.14399 10.13512 -14.21809 -2.73 -2.75 0.26 0.0000
O -22.01495 9.24464 -14.23140 3.59 2.77 0.11 0.0000
O -21.39432 11.41490 -14.50351 -0.91 -1.32 -0.24 0.0000
H -19.60688 14.12417 -14.11267 0.18 -0.04 0.31 0.0000
H -20.42606 13.15953 -12.81219 -0.12 0.40 0.00 0.0000
H -21.32051 13.87153 -14.22218 -0.09 0.01 0.32 0.0000
H -19.96252 12.26085 -15.68434 -0.29 0.22 -0.18 0.0000
H -18.80448 11.53985 -13.02609 -0.07 -0.15 0.12 0.0000
H -18.29362 11.12072 -14.67250 0.16 -0.32 0.04 0.0001
C -17.66782 10.63231 -19.25937 -0.11 -0.66 0.11 0.0010
C -18.91352 9.77027 -19.39422 0.15 -0.17 1.05 0.0000
C -19.43362 9.06217 -18.12705 2.21 -0.02 0.13 0.0003
O -20.82641 9.10230 -18.24050 0.36 -1.08 0.52 0.0002
C -21.14049 10.08707 -19.06299 -3.34 2.59 -1.86 0.0000
O -22.28139 10.48805 -19.28016 3.91 -1.19 0.59 0.0004
O -19.97483 10.61506 -19.63932 -2.71 0.67 -0.17 0.0001
H -17.70223 11.42233 -20.00956 0.16 -0.12 -0.02 0.0001
H -16.79446 9.99723 -19.40774 0.32 0.12 -0.11 0.0007
H -17.59802 11.08120 -18.26855 -0.14 0.09 -0.01 0.0000
H -18.84902 9.04262 -20.20321 0.25 -0.06 -0.27 0.0000
H -19.08518 9.56019 -17.22225 -0.46 0.45 0.04 0.0001
H -18.95376 8.08576 -18.06022 -0.89 -0.58 -0.06 0.0000
C -16.03532 -0.36705 -17.27082 -0.61 0.41 0.93 0.0000
C -15.30808 0.63109 -18.16499 0.12 -2.22 -0.02 0.0000
C -16.13726 1.12565 -19.32512 0.14 -3.77 -0.22 0.0000
O -16.14493 2.48997 -19.19889 -1.00 2.90 -1.30 0.0000
C -15.53198 2.93131 -18.12931 0.36 -2.14 0.09 0.0000
O -15.47481 4.12972 -17.80991 0.29 -1.63 -0.84 -0.0001
O -14.99787 1.82558 -17.53671 0.78 4.31 2.55 0.0000
H -15.64987 -0.53914 -16.26588 0.80 0.37 -0.14 0.0000
H -16.10332 -1.37839 -17.67166 -0.09 0.27 -0.55 0.0000
H -17.02664 0.02853 -17.04968 -0.34 -0.19 -0.31 0.0000
H -14.38036 0.15975 -18.48942 0.19 0.31 -0.04 0.0000
H -17.10535 0.63548 -19.22202 -0.43 0.82 -0.36 0.0000
H -15.64951 0.70356 -20.20378 -0.34 0.98 -0.60 0.0000
C -14.40826 12.16372 -13.39788 1.42 -0.06 0.61 0.0000
C -13.18938 13.09719 -13.09956 -1.88 1.65 -1.16 0.0000
C -12.93582 14.25024 -14.15139 -0.01 -2.03 0.33 0.0000
O -12.85386 15.41742 -13.40166 0.33 0.21 -0.06 0.0000
C -13.24657 15.16291 -12.14200 0.91 3.65 2.17 0.0000
O -13.22019 16.03045 -11.28152 -0.51 -2.43 -1.76 0.0000
O -13.57794 13.89483 -12.00208 -0.55 -0.95 1.68 0.0000
H -14.26607 11.59281 -14.31545 0.16 -0.13 0.05 0.0000
H -15.37963 12.65472 -13.45676 0.34 0.55 -0.02 0.0000
H -14.45997 11.50532 -12.53073 -0.21 -0.28 -0.22 0.0000
H -12.22789 12.64705 -12.85255 -0.28 -0.64 -0.03 0.0000
H -13.78625 14.35360 -14.82533 0.43 -0.22 -0.51 0.0000
H -11.96092 13.94566 -14.53205 -0.17 0.85 -1.02 0.0000
C -8.80680 4.02996 -15.94621 -0.58 -0.83 -0.11 0.0000
C -10.20763 4.09391 -15.30812 2.57 0.76 0.85 0.0000
C -10.52780 5.50811 -14.84336 0.74 0.18 1.33 0.0000
O -11.65531 5.89299 -15.57494 -2.66 -0.44 -2.04 0.0000
C -12.07534 4.88251 -16.36762 0.76 -0.27 -0.41 0.0000
O -13.06618 4.92802 -17.14001 2.83 0.28 1.38 0.0007
O -11.21138 3.83706 -16.24839 -2.99 0.58 -1.55 0.0000
H -8.62773 3.02793 -16.33602 -0.16 0.01 -0.24 0.0000
H -8.00293 4.14943 -15.21983 -0.25 0.44 0.17 0.0000
H -8.72675 4.75120 -16.75953 0.13 0.05 0.07 0.0000
H -10.24616 3.40333 -14.46567 -0.39 -0.21 -0.28 0.0000
H -9.75846 6.24992 -15.05766 0.16 -0.23 0.17 0.0000
H -10.80975 5.52646 -13.79062 0.22 0.18 0.02 0.0000
C -13.32132 12.10344 -16.97573 -0.73 0.50 -0.92 -0.0002
C -13.31280 12.37855 -18.47925 1.27 -0.49 0.28 0.0000
C -14.61976 12.47350 -19.20146 -0.27 0.21 -1.16 0.0000
O -14.50127 13.71504 -19.90499 -2.80 -0.76 -0.84 0.0000
C -13.45185 14.37969 -19.51821 0.96 5.27 -1.42 0.0000
O -13.17004 15.53987 -19.82199 -0.88 -3.19 0.60 0.0001
O -12.74640 13.63579 -18.73956 2.77 -0.71 2.32 0.0000
H -13.23044 11.02446 -16.85068 -0.01 0.12 0.43 -0.0002
H -14.29740 12.46017 -16.64694 0.13 -0.14 0.56 0.0000
H -12.54620 12.67098 -16.46078 0.13 -0.30 -0.19 0.0000
H -12.70211 11.63350 -18.98922 0.34 -0.02 0.07 0.0000
H -15.49493 12.46886 -18.55173 -0.12 0.07 -0.17 0.0000
H -14.65198 11.73442 -20.00197 -0.57 -0.29 0.31 0.0000
C -10.79954 9.42433 -17.44489 -0.21 -0.76 0.09 0.0010
C -9.65504 10.40979 -17.39070 -0.27 0.74 -1.21 0.0003
C -8.41268 10.07014 -18.22405 -1.30 -1.40 0.69 0.0000
O -8.05379 11.25349 -18.88449 1.07 -0.46 0.05 0.0000
C -8.97564 12.17372 -18.69146 -1.91 4.13 -0.46 0.0000
O -8.99636 13.33748 -19.05324 0.62 -3.20 0.58 0.0000
O -10.05377 11.65550 -17.99909 0.43 -0.52 0.88 0.0001
H -11.31216 9.21538 -18.38386 0.48 0.71 -0.66 0.0008
H -11.61443 9.70974 -16.77961 0.30 -0.08 0.42 -0.0001
H -10.39386 8.44367 -17.19621 -0.07 -0.15 0.60 0.0000
H -9.30700 10.49140 -16.36099 -0.50 0.67 0.24 0.0001
H -8.74622 9.29688 -18.91609 0.69 -0.02 -0.47 0.0000
H -7.69753 9.68475 -17.49732 0.71 0.21 -0.73 0.0000
C -21.17602 5.88481 -15.43940 0.66 -0.81 0.54 0.0000
C -19.86615 5.56852 -14.61145 -3.09 0.11 -2.77 0.0000
C -18.82152 6.60016 -14.78145 -0.29 0.60 -0.30 0.0000
O -18.39477 6.77055 -13.44535 2.44 1.05 0.18 0.0000
C -19.24210 6.17768 -12.58345 1.40 -0.61 3.03 0.0000
O -19.07909 6.03464 -11.38532 0.15 0.96 -2.10 0.0000
O -20.19348 5.64639 -13.26080 -2.35 -1.56 0.06 0.0000
H -21.92730 5.13197 -15.20086 0.00 0.05 0.21 0.0000
H -21.04153 5.78609 -16.51656 0.39 0.12 -0.06 0.0000
H -21.57432 6.87320 -15.21016 0.18 0.02 0.14 0.0000
H -19.50597 4.57786 -14.88887 -0.02 -0.16 0.37 0.0000
H -19.21344 7.53919 -15.17225 -0.06 0.16 0.19 0.0000
H -18.08663 6.22175 -15.49198 0.68 0.18 0.43 0.0000
```
Positions in Å, forces in eV/Å.

Computed properties:
Max |F| (eV Å⁻¹): 5.54
Highest occupied orbital energy (alpha / beta) (Ha): -0.5042 / -0.5042
Orbital gap (alpha / beta) (eV): 5.9 / 2.4
Total charge: +2
Multiplicity: 2
LUMO (alpha / beta) (eV): -7.8626 / -11.3368